(1)
A molecular structure, C28H29BBiCl3F4N2O4PS2Si. Source: OMol25; level of theory: ωB97M-V/def2-TZVPD.

Geometry as XYZ:
```
76
Properties=species:S:1:pos:R:3:lowdin_charge:R:1
Bi 0.08128 0.22463 0.40829 1.659
S 4.33374 -1.53385 1.48888 0.976
C 3.99754 -0.22061 2.55713 -0.410
C 2.77638 0.32782 2.33264 -0.263
C 2.05247 -0.29800 1.29801 -0.385
C 2.77461 -1.30774 0.70779 -0.514
C 2.42929 -1.94260 -0.51949 -0.313
C 3.39228 -2.54501 -1.34240 -0.040
C 3.03957 -2.94544 -2.60946 -0.069
C 1.72307 -2.75121 -3.03341 -0.056
C 0.82875 -2.19854 -2.14284 -0.164
N 1.14369 -1.82410 -0.91200 -0.006
H 4.73500 0.07161 3.27751 0.051
H 2.40009 1.16099 2.89691 0.075
H 4.40572 -2.64137 -0.97784 0.080
H 3.77366 -3.37450 -3.28057 0.099
H 1.40721 -3.00715 -4.03268 0.099
H -0.20676 -2.05517 -2.42382 0.058
S -2.15574 2.90075 0.61752 0.612
C -2.24227 1.60678 1.55150 -0.909
C -3.23794 -2.72763 -2.34845 -0.284
P -2.38856 -1.74176 -0.99849 0.916
C -3.62684 -2.07732 0.33594 -0.296
C -2.93529 -0.10934 -1.63761 -0.418
C -4.23535 0.36415 -1.52301 -0.114
C -4.59118 1.56767 -2.10094 -0.112
C -3.65360 2.31739 -2.79240 -0.109
C -2.35559 1.85160 -2.91878 -0.070
C -2.00228 0.64098 -2.34780 -0.143
H -4.28241 -2.43445 -2.44882 0.025
H -3.17816 -3.79070 -2.11260 0.019
H -2.72174 -2.54248 -3.28853 0.027
H -4.64719 -2.15958 -0.04067 0.027
H -3.55365 -1.29771 1.09340 -0.034
H -3.35338 -3.02031 0.81385 0.022
H -4.97324 -0.19952 -0.97015 0.089
H -5.61051 1.92233 -2.00721 0.091
H -3.93770 3.26481 -3.22985 0.094
H -1.61100 2.41609 -3.45625 0.099
H -0.98904 0.29073 -2.47566 0.060
O 3.00360 3.56288 -0.77199 0.084
C 2.80244 4.44632 0.20665 -0.261
C 3.59987 5.59747 0.20713 -0.027
C 3.45524 6.56054 1.18194 -0.117
C 2.51682 6.40306 2.19179 -0.119
C 1.74750 5.25666 2.22939 -0.024
C 1.88259 4.27303 1.25642 -0.052
C 1.09947 3.00708 1.39990 -0.634
O 0.72164 2.64390 2.50603 -0.092
O 0.92814 2.34861 0.31119 -0.268
H 2.29552 2.88297 -0.77590 0.088
H 4.32654 5.70554 -0.58400 0.107
H 4.08277 7.44337 1.15889 0.089
H 2.40575 7.16713 2.94885 0.085
H 1.03248 5.08750 3.02099 0.118
F 0.63981 2.62256 -4.04922 0.107
B 1.40089 1.47159 -3.90915 -1.365
F 1.69445 1.25320 -2.57065 0.106
F 0.67588 0.38644 -4.39939 0.093
F 2.56996 1.59810 -4.64397 0.103
C -1.33836 -3.81798 3.46483 -0.056
N -0.81529 -4.21958 2.17268 -0.174
C -0.69030 -5.61293 1.82593 -0.063
C -0.53090 -3.27049 1.27802 -0.367
O -0.66566 -2.08240 1.48403 -0.210
H -1.28372 -4.65330 4.15903 0.078
H -2.36906 -3.47106 3.36848 0.062
H -0.75858 -2.97688 3.84444 0.039
H -1.11072 -6.22168 2.62387 0.078
H 0.35791 -5.89320 1.68633 0.086
H -1.22745 -5.83194 0.89999 0.083
H -0.17352 -3.66512 0.31434 0.132
Cl -2.73104 -0.63625 3.33729 0.207
Si -1.16111 0.74454 2.80830 -0.712
Cl -1.46802 2.12609 4.40860 0.165
Cl 0.27957 -0.41800 4.00127 0.160
```

Output
ΔE to the lowest compared entry with this formula, charge and spin ... 85.0 kcal/mol
Gap between HOMO and LUMO (spin up / spin down) ... 5.0 / 5.7 eV
Calculated total energy ... -134479.190 eV
Charge ... -2
⟨S²⟩ ... 0.756
2S+1 ... 2

---

(2)
2 unconnected molecules or ions with the total composition C3H4FN2O2S. Source: OMol25; level of theory: ωB97M-V/def2-TZVPD.

Geometry as XYZ:
```
13
Properties=species:S:1:pos:R:3:nbo_charge:R:1
F -1.28748 0.11590 1.45618 -0.514
S -0.25024 -0.37800 0.32096 2.368
C 0.84359 1.00850 0.30286 -0.691
C 1.86924 1.02389 -0.58441 -0.201
O 0.47809 -1.49993 0.80612 -0.912
O -1.08883 -0.50615 -0.83987 -0.924
H 0.55916 1.80282 1.01653 0.234
H 2.47176 1.92114 -0.70019 0.250
H 1.97477 0.18247 -1.26931 0.220
N 3.94571 0.75515 0.11111 -0.955
C 5.05396 1.15218 -0.40147 0.423
N 6.10501 1.49825 -0.89347 -0.658
H 3.98746 0.64097 1.18353 0.359
```

Output
Gap between HOMO and LUMO ... 7.1 eV
Calculated total energy ... -23802.936 eV
Charge ... -1

---

(3)
A molecular structure, C29H44Cl9NO18Zr. Source: OMol25; level of theory: ωB97M-V/def2-TZVPD.

Geometry as XYZ:
```
102
Properties=species:S:1:pos:R:3:lowdin_charge:R:1
Zr -19.19950 10.00649 -18.82257 2.225
C -21.90722 13.43414 -18.99515 -0.026
C -21.61108 13.63686 -17.46806 -0.418
C -22.96472 13.95043 -16.76163 -0.149
C -22.81997 14.16577 -15.23375 -0.153
C -22.16313 12.91023 -14.66249 -0.125
C -20.82019 12.48601 -15.34433 -0.490
N -21.01839 12.43852 -16.79523 -0.008
O -19.94386 11.79163 -17.58840 -0.272
C -20.58378 11.07218 -14.81829 -0.020
C -19.74377 13.42093 -14.80820 -0.021
C -20.76666 14.95017 -17.49122 -0.020
H -22.37831 14.30102 -19.45847 0.085
H -22.48052 12.53900 -19.23632 0.072
H -20.98408 13.26076 -19.54819 0.054
H -23.74778 13.25310 -17.05933 0.070
H -23.32375 14.93341 -17.06652 0.105
H -23.77937 14.41403 -14.77988 0.085
H -22.19017 15.05383 -15.18080 0.108
H -22.85225 12.07889 -14.81105 0.101
H -22.09913 13.17047 -13.60595 0.131
H -21.29943 10.32723 -15.16612 0.080
H -20.53072 11.08627 -13.72966 0.100
H -19.62082 10.71943 -15.18756 0.063
H -18.96177 13.30111 -15.55801 0.076
H -19.34989 13.22847 -13.81024 0.097
H -19.90104 14.49933 -14.78774 0.074
H -20.51627 15.37562 -16.51942 0.064
H -21.41053 15.73033 -17.89728 0.052
H -19.80041 14.87676 -17.99029 0.086
C -19.23089 6.43451 -16.39563 0.085
C -19.41409 7.76203 -17.17118 -0.603
O -19.01110 8.88997 -16.86667 -0.094
O -19.66870 7.84523 -18.37795 -0.118
H -18.23618 6.59686 -15.98056 0.098
H -19.16548 5.58239 -17.07216 0.102
H -19.86217 6.32451 -15.51388 0.093
C -21.84933 18.18370 -19.57658 -1.545
Cl -20.28493 18.07731 -20.40750 0.514
Cl -22.81184 19.32737 -20.56196 0.522
Cl -21.79128 18.71871 -17.91302 0.556
H -22.28557 17.18512 -19.55152 -0.004
C -26.63480 14.33804 -20.41529 -1.442
Cl -26.56216 12.69566 -21.16186 0.500
Cl -25.85225 14.18728 -18.78200 0.473
Cl -28.29818 14.93848 -20.28925 0.562
H -26.01776 15.08313 -20.91749 0.020
C -26.58060 15.40675 -14.87421 -1.497
Cl -26.71991 13.67661 -15.40642 0.465
Cl -27.14937 15.55852 -13.20313 0.549
Cl -27.37459 16.59151 -15.94587 0.539
H -25.51209 15.60519 -14.95791 -0.017
C -24.82090 9.06544 -12.72094 -0.071
C -23.50847 9.77795 -12.32777 -0.111
O -22.47644 8.79588 -12.54218 0.055
C -22.91769 8.08875 -13.63093 -0.542
O -22.22865 7.37330 -14.32193 0.130
O -24.26678 8.21080 -13.76144 0.031
H -25.48853 9.85764 -13.05977 0.126
H -25.27675 8.38052 -12.00596 0.138
H -23.51562 10.00204 -11.26108 0.138
H -23.39977 10.67970 -12.93039 0.110
C -23.07715 12.27912 -22.63418 -0.148
C -21.94604 12.20483 -23.67729 -0.116
O -21.23240 13.37645 -23.48676 0.076
C -21.89828 14.16408 -22.64933 -0.545
O -21.53272 15.29370 -22.41574 0.131
O -23.05175 13.59511 -22.17881 0.052
H -22.96650 11.59916 -21.78948 0.119
H -24.02429 12.03617 -23.11583 0.123
H -22.43326 12.22751 -24.65207 0.141
H -21.26089 11.36586 -23.55565 0.133
C -25.24518 9.51950 -18.20101 -0.011
C -24.92575 10.25983 -16.92119 -0.117
O -23.54383 10.07196 -16.76242 0.083
C -23.03082 9.80894 -17.97298 -0.605
O -21.83044 9.72791 -18.15515 0.042
O -23.91584 9.58880 -18.84440 0.129
H -25.91475 10.03789 -18.88734 0.130
H -25.68782 8.52720 -18.11431 0.145
H -25.46416 9.80828 -16.08792 0.136
H -25.24598 11.30137 -16.89362 0.105
C -14.74572 12.25567 -15.77715 -0.066
C -15.86039 12.12725 -14.71983 -0.113
O -16.70827 11.19895 -15.33840 0.091
C -16.59194 11.37827 -16.67607 -0.484
O -17.31986 10.92180 -17.55005 -0.003
O -15.43771 11.94764 -16.98944 0.110
H -14.01379 11.50900 -15.46914 0.145
H -14.44526 13.30344 -15.77918 0.145
H -16.29152 13.06869 -14.37937 0.139
H -15.41105 11.57285 -13.89592 0.143
C -16.97978 14.10098 -22.06253 -0.079
C -18.13280 14.81185 -21.47058 -0.110
O -18.67657 13.96572 -20.52228 0.143
C -18.09436 12.83892 -20.57922 -0.534
O -18.30044 11.90667 -19.79560 -0.050
O -17.18812 12.82470 -21.53481 0.139
H -16.06552 14.61183 -21.76043 0.152
H -17.03883 14.09332 -23.15090 0.155
H -18.92103 15.09961 -22.16629 0.137
H -17.88915 15.72504 -20.92761 0.146
```

Output
Gap between HOMO and LUMO ... 5.4 eV
Calculated total energy ... -183097.191 eV
Charge ... +2

---

(4)
A molecular structure, C28H26F5IrN2O4S. Source: OMol25; level of theory: ωB97M-V/def2-TZVPD.

Geometry as XYZ:
```
67
Properties=species:S:1:pos:R:3:nbo_charge:R:1
Ir 0.64451 1.11088 1.03959 1.469
C -2.04878 -2.88604 -1.84361 -0.625
C -0.89001 -3.27664 -0.93944 -0.231
N 0.37726 -2.63237 -1.33881 -0.342
C 1.21342 -3.38897 -2.29678 -0.213
C 2.26903 -4.21598 -1.58499 -0.622
C 0.76299 -1.45225 -0.88388 0.362
S -0.40415 -0.66063 0.16874 0.108
N 1.95007 -1.03050 -1.30073 -0.618
C 2.57358 0.05870 -0.98717 0.697
O 2.19620 0.98640 -0.15592 -0.681
C 3.88370 0.30837 -1.62361 -0.175
C 4.58194 1.48613 -1.36291 -0.159
C 5.80777 1.71062 -1.96812 -0.199
C 6.34202 0.76283 -2.83103 -0.158
C 5.65236 -0.41430 -3.09102 -0.230
C 4.42611 -0.64196 -2.49090 -0.097
H -2.93675 -3.45870 -1.57021 0.234
H -1.81775 -3.09900 -2.88899 0.221
H -2.28532 -1.82474 -1.74916 0.222
H -0.70972 -4.35001 -0.97949 0.223
H -1.10477 -3.03522 0.10116 0.228
H 1.65983 -2.68824 -2.99556 0.232
H 0.52573 -4.02475 -2.85257 0.213
H 2.92817 -3.57550 -0.99906 0.222
H 2.87246 -4.75271 -2.31887 0.234
H 1.81525 -4.95373 -0.92005 0.216
H 4.16787 2.22294 -0.68941 0.229
H 6.34840 2.62612 -1.76555 0.228
H 7.30050 0.94264 -3.30258 0.229
H 6.07292 -1.15320 -3.76147 0.228
H 3.87959 -1.55436 -2.68297 0.217
F 0.53861 7.72630 1.20712 -0.259
C 0.38096 6.43799 0.93824 0.299
C 1.12070 5.48962 1.62397 0.294
F 1.99417 5.83936 2.55815 -0.260
C 0.92614 4.16585 1.31263 0.257
F 1.63068 3.20228 1.99765 -0.307
C 0.02659 3.73812 0.34791 0.182
O -0.18790 2.42674 0.02454 -0.513
C -0.71155 4.70179 -0.32557 0.308
F -1.59141 4.34396 -1.25195 -0.269
C -0.52941 6.03825 -0.02768 0.292
F -1.23756 6.94924 -0.67735 -0.262
C -5.26923 -2.13638 0.17381 -0.641
C -4.22894 -1.43263 1.00026 0.043
C -3.33434 -2.15761 1.79776 -0.248
C -2.37567 -1.52830 2.56742 0.052
C -1.43052 -2.32989 3.42475 -0.650
C -2.30045 -0.12010 2.51640 -0.257
C -3.21256 0.64267 1.76479 0.133
C -3.20720 2.15199 1.78672 -0.667
C -4.15457 -0.03205 1.00529 -0.260
C -1.29453 0.56373 3.35884 0.792
O -1.37118 0.72377 4.54323 -0.486
O -0.14194 1.05439 2.76003 -0.718
H -5.35963 -3.18458 0.45627 0.222
H -5.02328 -2.09131 -0.89077 0.223
H -6.24430 -1.66398 0.29603 0.235
H -3.40836 -3.24076 1.83042 0.215
H -1.57133 -3.39991 3.27554 0.225
H -1.58818 -2.10761 4.48129 0.251
H -0.38525 -2.09197 3.20124 0.213
H -2.87657 2.53789 2.75246 0.228
H -4.20740 2.54085 1.60303 0.237
H -2.56137 2.55440 1.01222 0.215
H -4.86770 0.54203 0.42069 0.219
```

Output
ΔE to the lowest compared entry with this formula, charge and spin ... 0.0 kcal/mol
Gap between HOMO and LUMO (spin up / spin down) ... 6.4 / 5.7 eV
Calculated total energy ... -67881.809 eV
Charge ... +1
⟨S²⟩ ... 0.757
2S+1 ... 2

---

(5)
A molecular structure, C14H19Cl5MoN4O4S3. Source: OMol25; level of theory: ωB97M-V/def2-TZVPD.

Geometry as XYZ:
```
50
Properties=species:S:1:pos:R:3:nbo_charge:R:1
Mo 3.05165 0.92689 -0.73801 0.927
Cl 5.61745 0.31477 -0.77834 0.132
C 5.55337 -0.95575 -2.06397 -0.351
Cl 3.86056 -1.16282 -2.56209 0.134
H 5.91861 -1.87629 -1.63570 0.264
H 6.14700 -0.61224 -2.89830 0.269
N 3.47642 0.85220 1.48313 -0.957
H 3.61471 -0.05304 1.92081 0.417
H 2.69653 1.30761 1.95260 0.423
H 4.28117 1.44740 1.66719 0.423
C -4.42862 -0.90210 -1.63098 -0.611
C -2.98476 -1.35487 -1.44015 -0.411
C -2.13827 -0.20565 -0.92951 -0.222
N -0.70339 -0.57560 -0.78530 -0.532
C 0.05684 -0.70624 0.27934 0.417
S 1.79335 -1.03936 0.04569 -0.070
N -0.36406 -0.67552 1.53514 -0.637
C -1.73227 -0.39943 2.10437 0.681
O -1.89901 0.69708 2.53698 -0.466
C -2.63489 -1.55365 2.17679 -0.177
C -2.20287 -2.84426 1.87598 -0.181
C -3.08840 -3.90235 1.97612 -0.214
C -4.40053 -3.66654 2.36789 -0.134
C -4.83294 -2.37758 2.67036 -0.201
C -3.94982 -1.31927 2.58312 -0.150
H -5.04743 -1.72688 -1.98046 0.241
H -4.50390 -0.09659 -2.36564 0.218
H -4.85691 -0.54365 -0.69102 0.213
H -2.56734 -1.71550 -2.38561 0.212
H -2.93230 -2.18259 -0.73099 0.218
H -2.51265 0.17445 0.01340 0.221
H -2.16583 0.63013 -1.63110 0.227
H -0.21243 -0.73037 -1.65355 0.431
H 0.36535 -0.69196 2.23224 0.436
H -1.17812 -3.03024 1.57821 0.215
H -2.75855 -4.90896 1.75584 0.239
H -5.09271 -4.49597 2.44322 0.241
H -5.85453 -2.20559 2.98264 0.244
H -4.26056 -0.31082 2.82660 0.246
O 3.29285 1.72916 -2.66406 -0.881
S 2.16250 2.72863 -2.73384 2.187
O 1.70429 3.12991 -3.99694 -0.788
O 2.77027 4.02869 -2.04255 -0.661
S 0.87448 1.89870 -1.44797 -0.193
Cl 4.44521 5.03156 1.38522 0.088
C 3.73152 5.21948 -0.20830 -0.210
Cl 4.90673 5.89016 -1.32844 0.106
Cl 2.28283 6.21170 -0.11262 0.104
C 3.30356 3.85511 -0.76689 0.562
N 3.39585 2.74805 -0.19053 -0.687
```

Output
ΔE to the lowest compared entry with this formula, charge and spin ... 25.0 kcal/mol
Gap between HOMO and LUMO (spin up / spin down) ... 6.6 / 6.7 eV
Calculated total energy ... -125935.509 eV
Charge ... +2
⟨S²⟩ ... 2.021
2S+1 ... 3